6
Properties=species:S:1:pos:R:3:forces:R:3 method="wB97M-V/def2-TZVPD" de_lowest_kcal_mol=25.0 e_homo_ev=-16.658 orbital_gap_ev=7.65 energy_ev=-17373.117 charge=+1
Sn 1.601 1.776 0.794 -2.1 -2.6 -1.1
B -0.351 -0.386 -0.162 -1.7 -1.4 -1.0
F 0.954 -0.404 -0.767 1.0 1.6 0.8
F -1.116 -1.386 -0.655 0.5 0.0 0.5
F -0.112 -0.445 1.248 0.9 1.2 0.1
F -0.977 0.845 -0.458 1.4 1.1 0.7



21
Properties=species:S:1:pos:R:3:forces:R:3 method="wB97M-V/def2-TZVPD" de_lowest_kcal_mol=5.2 e_homo_ev="-12.993 / -13.046" orbital_gap_ev="9.30 / 9.28" energy_ev=-52177.177 charge=+1 multiplicity=3
Ni -0.011 -0.042 -0.022 -0.2 0.4 -0.2
B 0.268 -1.092 -1.933 0.0 -0.2 -0.3
H 0.424 0.102 -2.046 0.1 0.3 -0.1
H 1.134 -1.586 -1.240 0.1 -0.2 0.1
H -0.849 -1.344 -1.526 -0.2 -0.1 0.2
H 0.307 -1.538 -3.037 0.1 0.0 -0.1
O 1.665 -0.723 1.005 0.1 0.0 0.4
H 2.394 -1.248 0.661 -0.1 -0.2 -0.3
H 1.837 -0.564 1.937 0.0 0.0 0.1
O -0.407 1.091 1.859 0.1 0.0 -0.1
H -1.251 1.057 2.320 -0.1 -0.1 0.0
H 0.163 1.657 2.387 0.1 0.1 0.0
O -1.108 -1.571 0.942 -0.3 0.3 0.4
H -2.053 -1.680 0.807 -0.1 -0.1 -0.2
H -0.820 -2.307 1.488 0.2 -0.1 0.0
O -1.755 1.080 -0.580 -0.1 -0.1 0.4
H -1.871 2.009 -0.365 0.0 0.1 0.0
H -2.438 0.856 -1.219 0.1 -0.2 -0.3
O 1.171 1.693 -0.485 -0.1 0.2 0.3
H 1.145 2.575 -0.106 0.0 0.1 0.0
H 2.055 1.573 -0.846 0.0 -0.1 -0.2



35
Properties=species:S:1:pos:R:3:forces:R:3 method="wB97M-V/def2-TZVPD" de_lowest_kcal_mol=15.0 e_homo_ev=-6.894 orbital_gap_ev=9.72 energy_ev=-21542.451 charge=-1
B -1.152 -0.522 0.230 1.2 0.0 0.4
H -1.762 -0.226 1.235 -0.4 0.0 0.2
H -0.555 -1.611 0.480 -0.3 0.7 -0.3
H -1.890 -0.609 -0.716 -0.3 -0.1 -0.4
H -0.329 0.417 0.035 -0.2 -0.6 0.0
O 2.690 -0.461 1.408 1.3 -0.1 -0.4
H 2.265 -0.216 0.590 0.0 -0.5 -1.0
H 2.005 -0.296 2.031 -0.9 0.3 1.3
O 0.170 2.892 -1.923 -0.9 2.1 0.7
H -0.604 2.674 -1.395 -0.4 0.1 -0.1
H 0.532 2.058 -2.091 1.1 -1.9 -0.7
O 2.594 1.734 -1.513 0.5 0.6 0.2
H 2.269 1.759 -0.612 -0.5 0.0 0.3
H 3.422 2.207 -1.414 0.3 0.0 -0.4
O -0.160 -3.697 3.152 0.5 -0.1 0.7
H -0.843 -3.794 2.506 -0.8 0.0 -0.6
H 0.606 -3.464 2.629 0.3 0.2 -0.1
O -0.353 0.165 -3.265 0.2 1.8 0.3
H -0.917 0.210 -2.487 -0.1 -0.1 0.2
H -0.408 -0.708 -3.584 -0.1 -1.7 -0.4
O -2.563 1.913 2.836 -0.1 -0.3 -0.9
H -2.728 1.291 2.096 0.0 0.2 0.6
H -1.681 2.219 2.597 0.1 0.1 0.3
O -2.540 2.203 -0.957 0.0 0.0 0.3
H -2.475 2.924 -0.313 -0.1 -0.4 0.0
H -2.388 1.367 -0.471 0.1 0.4 -0.1
O 2.203 -0.820 -1.418 0.6 0.0 0.3
H 2.191 0.116 -1.677 -0.1 -0.6 -0.3
H 1.388 -1.253 -1.670 -0.3 0.0 -0.2
O 0.185 -2.746 -1.984 0.3 0.3 -1.3
H -0.520 -2.391 -1.444 -0.2 -0.2 0.8
H 0.476 -3.618 -1.724 -0.3 0.0 0.5
O 0.598 0.325 2.975 0.4 0.5 0.5
H 0.276 -0.302 3.615 -0.3 -0.4 0.4
H -0.007 0.249 2.241 -0.6 -0.2 -0.8



35
Properties=species:S:1:pos:R:3:forces:R:3 method="wB97M-V/def2-TZVPD" de_lowest_kcal_mol=21.8 e_homo_ev=-6.977 orbital_gap_ev=9.65 energy_ev=-21542.156 charge=-1
B 0.170 -0.181 1.370 -0.1 0.2 0.6
H -0.387 -1.240 1.542 0.1 -0.5 0.2
H 1.277 -0.294 0.881 0.1 -0.1 -0.1
H -0.582 0.413 0.651 -0.3 0.6 -0.6
H 0.219 0.437 2.455 0.1 -0.2 -0.3
O -1.423 -1.129 -1.680 0.6 -1.2 -1.6
H -2.127 -0.861 -1.145 -2.1 0.3 1.5
H -0.788 -0.459 -1.502 1.5 0.7 0.2
O 4.369 0.414 -0.597 0.5 -0.1 -0.2
H 3.474 0.120 -0.481 -0.9 0.1 0.7
H 4.508 0.071 -1.480 0.5 0.1 -0.4
O 1.046 2.590 -0.148 -0.4 1.3 -3.3
H 0.157 2.404 -0.525 0.5 0.5 0.4
H 1.053 2.165 0.656 0.0 -1.7 3.0
O -0.271 -3.473 -0.545 1.4 -2.5 1.0
H 0.257 -3.325 0.260 -0.6 0.4 -0.4
H -0.725 -2.694 -0.788 -0.6 2.1 -0.5
O 1.329 0.434 -2.117 -0.6 0.3 -1.1
H 0.934 0.905 -2.890 0.7 -0.4 1.3
H 1.070 0.866 -1.290 0.2 0.6 0.0
O -2.824 0.950 2.584 -0.1 2.0 0.7
H -1.960 0.813 2.212 0.8 -0.5 -0.4
H -3.348 0.197 2.441 -0.7 -1.6 -0.4
O 1.778 -2.217 -2.075 0.0 -1.7 0.2
H 2.009 -1.358 -1.784 0.2 1.6 0.0
H 1.373 -2.588 -1.273 -0.1 -0.3 -0.7
O -1.292 2.294 -1.692 0.5 1.4 0.0
H -1.985 2.000 -1.114 -0.5 -0.6 0.3
H -1.030 1.616 -2.298 -0.3 -0.8 -0.3
O -2.670 -2.962 0.737 -0.8 0.6 0.5
H -2.156 -2.300 1.214 0.0 0.2 0.2
H -1.976 -3.480 0.345 0.5 -0.7 -0.5
O -0.162 3.447 2.684 -1.4 0.3 0.2
H 0.030 2.528 2.832 0.3 -0.8 0.0
H 0.653 3.899 2.565 1.1 0.4 -0.2



Copy entry 2 word for word.
21
Properties=species:S:1:pos:R:3:forces:R:3 method="wB97M-V/def2-TZVPD" de_lowest_kcal_mol=5.2 e_homo_ev="-12.993 / -13.046" orbital_gap_ev="9.30 / 9.28" energy_ev=-52177.177 charge=+1 multiplicity=3
Ni -0.011 -0.042 -0.022 -0.2 0.4 -0.2
B 0.268 -1.092 -1.933 0.0 -0.2 -0.3
H 0.424 0.102 -2.046 0.1 0.3 -0.1
H 1.134 -1.586 -1.240 0.1 -0.2 0.1
H -0.849 -1.344 -1.526 -0.2 -0.1 0.2
H 0.307 -1.538 -3.037 0.1 0.0 -0.1
O 1.665 -0.723 1.005 0.1 0.0 0.4
H 2.394 -1.248 0.661 -0.1 -0.2 -0.3
H 1.837 -0.564 1.937 0.0 0.0 0.1
O -0.407 1.091 1.859 0.1 0.0 -0.1
H -1.251 1.057 2.320 -0.1 -0.1 0.0
H 0.163 1.657 2.387 0.1 0.1 0.0
O -1.108 -1.571 0.942 -0.3 0.3 0.4
H -2.053 -1.680 0.807 -0.1 -0.1 -0.2
H -0.820 -2.307 1.488 0.2 -0.1 0.0
O -1.755 1.080 -0.580 -0.1 -0.1 0.4
H -1.871 2.009 -0.365 0.0 0.1 0.0
H -2.438 0.856 -1.219 0.1 -0.2 -0.3
O 1.171 1.693 -0.485 -0.1 0.2 0.3
H 1.145 2.575 -0.106 0.0 0.1 0.0
H 2.055 1.573 -0.846 0.0 -0.1 -0.2